{"formula": "C29H71MgN3O10Pt", "method": "ωB97M-V with the def2-TZVPD basis set", "elements": ["Pt", "Mg", "O", "C", "C", "O", "H", "H", "H", "H", "C", "C", "C", "C", "C", "C", "N", "O", "C", "C", "C", "H", "H", "H", "H", "H", "H", "H", "H", "H", "H", "H", "H", "H", "H", "H", "H", "H", "H", "H", "C", "C", "C", "C", "C", "C", "N", "O", "C", "C", "C", "H", "H", "H", "H", "H", "H", "H", "H", "H", "H", "H", "H", "H", "H", "H", "H", "H", "H", "H", "C", "C", "C", "C", "C", "C", "N", "O", "C", "C", "C", "H", "H", "H", "H", "H", "H", "H", "H", "H", "H", "H", "H", "H", "H", "H", "H", "H", "H", "H", "O", "H", "H", "O", "H", "H", "O", "H", "H", "O", "H", "H", "O", "H", "H"], "positions_angstrom": [[-7.47249, 5.34770, 2.02128], [-6.14216, 0.98148, 4.44915], [-3.90299, -0.15084, 3.46308], [-3.36967, 0.38173, 2.21015], [-4.02768, 1.62615, 1.56756], [-5.19864, 2.19332, 2.07087], [-3.43497, -0.46895, 1.53179], [-2.29275, 0.54881, 2.23110], [-4.10985, 1.40585, 0.50321], [-3.26068, 2.39203, 1.68252], [-3.52072, -2.83523, -4.80562], [-2.70586, -2.02525, -5.80857], [-3.70038, -1.74657, -6.87754], [-3.42309, -0.61049, -7.80203], [-3.04635, 0.62980, -6.95281], [-1.93032, 0.40135, -5.91980], [-2.23935, -0.79498, -5.12693], [-1.44483, -1.01914, -3.96303], [-0.58051, 0.22783, -6.68726], [-1.85987, 1.55844, -4.99166], [-1.59903, -2.88165, -6.37498], [-2.90517, -3.24950, -4.00715], [-3.96975, -3.68955, -5.31217], [-4.33193, -2.27541, -4.34017], [-3.95667, -2.60857, -7.49349], [-4.67030, -1.40705, -6.51414], [-4.35070, -0.47388, -8.35789], [-2.71230, -0.91822, -8.56896], [-4.03493, 0.90109, -6.58241], [-2.78510, 1.41752, -7.65945], [-0.01614, 1.15166, -6.81427], [0.00451, -0.40865, -6.02338], [-0.63607, -0.14461, -7.71016], [-0.99894, 1.52306, -4.32409], [-1.80247, 2.48006, -5.57082], [-2.78724, 1.55493, -4.41887], [-2.00042, -3.80783, -6.78629], [-1.08066, -3.31938, -5.52187], [-0.89667, -2.47925, -7.10496], [-1.95989, -0.75942, -3.19566], [2.46793, -2.66623, 0.55611], [2.10921, -4.17338, 0.83000], [3.14028, -5.06798, 0.09966], [4.45087, -5.12100, 0.84259], [4.27896, -5.57024, 2.31600], [3.25369, -4.72057, 3.14074], [2.04032, -4.47448, 2.29070], [0.97195, -3.80094, 2.90454], [2.77219, -5.51730, 4.36309], [4.00597, -3.41692, 3.60086], [0.78654, -4.42300, 0.12393], [1.74990, -2.04219, 1.08820], [2.48911, -2.35138, -0.48721], [3.36277, -2.33865, 1.08530], [2.79297, -6.09417, -0.02038], [3.23223, -4.67008, -0.91094], [5.12791, -4.27453, 0.72774], [5.03472, -5.96696, 0.47988], [5.25340, -5.41996, 2.78075], [4.05118, -6.62908, 2.43873], [1.95747, -6.18522, 4.08343], [3.61717, -6.04538, 4.80496], [2.30354, -4.81974, 5.05727], [3.35883, -2.85238, 4.27213], [4.89903, -3.65759, 4.17760], [4.31596, -2.66131, 2.87902], [0.79867, -4.40551, -0.96587], [0.05115, -3.67118, 0.41041], [0.31231, -5.35150, 0.44192], [0.21280, -4.37549, 2.78131], [2.15148, 3.26794, 3.74168], [1.88041, 4.67129, 3.20453], [2.97483, 5.67863, 3.83975], [4.37677, 5.74075, 3.10677], [4.14243, 5.82228, 1.57436], [3.28762, 4.72028, 0.98491], [1.95404, 4.76208, 1.70782], [0.99496, 3.98934, 1.12871], [3.03499, 5.17448, -0.49800], [3.97797, 3.32965, 0.97605], [0.45511, 5.11629, 3.74854], [3.21803, 3.20685, 3.95812], [1.78794, 2.42844, 3.14908], [1.75712, 3.13459, 4.74904], [2.65270, 6.71990, 3.85032], [3.10915, 5.33752, 4.86624], [4.93806, 4.84922, 3.38648], [4.96085, 6.57320, 3.49918], [5.12858, 5.72980, 1.11934], [3.68298, 6.77187, 1.29996], [2.46842, 6.08061, -0.71256], [3.99724, 5.23826, -1.00605], [2.46205, 4.42259, -1.04068], [3.34812, 2.49268, 0.67458], [4.87873, 3.33089, 0.36227], [4.35822, 3.05359, 1.95955], [0.21658, 6.11032, 3.37020], [0.43004, 5.11022, 4.83823], [-0.35072, 4.41814, 3.52200], [1.19912, 3.12478, 1.49266], [-7.65193, 4.42456, -1.07726], [-8.41266, 4.38505, -1.65690], [-7.12088, 3.66815, -1.32636], [-3.31591, -4.80408, 2.67504], [-4.01196, -5.12466, 2.10149], [-3.44867, -3.85667, 2.70713], [-1.90652, 5.84072, -1.80238], [-1.80196, 5.40141, -2.64637], [-1.48908, 5.25305, -1.17260], [-0.47691, -1.38915, 6.25246], [0.08764, -1.94949, 5.71998], [-1.26246, -1.26458, 5.71991], [-4.56906, -2.48672, 7.17588], [-4.23867, -2.13397, 6.34966], [-3.90077, -2.25409, 7.82047]], "atomic_forces_ev_per_a": [[0.0, -0.1, -0.1], [2.6, 0.2, -2.8], [0.0, 1.5, -1.0], [-1.1, -2.7, 2.6], [-1.2, 2.0, 0.6], [0.1, -1.6, 0.8], [-0.6, -0.1, -0.5], [0.2, 0.5, 0.7], [-0.3, -0.2, -0.3], [0.3, 0.3, -0.1], [0.4, -0.7, 1.1], [-1.5, -0.9, 0.7], [-1.9, 1.5, -1.4], [1.1, 0.1, -0.6], [-1.2, -0.9, -1.7], [-0.3, 0.7, -1.2], [1.7, -1.1, -0.1], [-0.9, 0.1, -2.6], [0.5, -0.5, 0.6], [-0.1, 0.8, 0.8], [1.3, -1.3, 0.9], [0.1, 0.0, 0.0], [0.0, 0.1, -0.1], [0.0, 0.2, -0.2], [0.5, -0.4, 0.5], [-0.1, -0.5, 1.0], [0.1, 0.6, 0.0], [0.5, 0.4, 0.1], [0.3, 0.4, 0.9], [0.4, 0.2, 0.4], [-0.5, 0.4, 0.5], [0.5, -0.1, -0.5], [-0.4, -0.5, 0.3], [0.0, 0.0, 0.0], [-0.1, -0.1, 0.1], [0.0, 0.4, 0.2], [-0.6, 0.4, -0.4], [0.7, 0.4, 0.0], [-0.3, 0.3, 0.2], [-0.5, 0.3, 0.4], [-0.1, 0.5, 2.2], [0.4, -0.3, -2.3], [0.3, 0.2, 0.7], [0.8, -1.5, 0.6], [-0.4, 1.1, -0.2], [1.0, -0.4, -0.3], [0.0, 2.4, -0.3], [2.2, -1.0, -0.1], [-0.6, 0.9, -0.2], [-1.1, 0.8, 0.4], [-1.7, 0.1, 1.1], [-0.5, -0.1, -0.3], [0.0, -0.6, 0.0], [0.5, -0.4, -0.6], [-0.4, 0.0, 0.2], [0.1, 0.1, 0.1], [-0.4, 0.3, 0.2], [0.1, 0.1, -0.6], [-0.1, -0.1, 0.3], [-0.2, 0.0, -0.4], [0.4, -0.5, -0.1], [-0.2, 0.0, 0.1], [0.3, -0.1, 0.3], [-0.1, -0.1, 0.2], [-0.2, -0.5, -0.1], [-0.1, -0.6, -0.6], [0.7, -0.1, 0.2], [0.0, 0.3, 0.0], [0.3, -0.4, -0.2], [-0.9, -0.3, -0.2], [0.9, 0.1, 0.9], [0.1, 1.4, 0.4], [0.3, -0.6, -1.1], [-1.8, -0.9, 0.0], [1.0, -0.2, 1.3], [-1.6, 0.2, -0.5], [1.6, 2.3, 1.2], [-0.6, -1.0, -0.5], [-0.2, -1.2, -0.1], [0.3, 0.3, 0.6], [0.9, -0.2, -0.7], [0.2, -0.6, -0.6], [0.1, 0.0, -0.1], [-0.5, 0.1, -0.1], [-0.7, -0.2, 0.0], [0.0, 0.2, 0.1], [0.2, -0.2, -0.3], [-0.2, 0.1, -0.2], [0.0, 0.3, -0.3], [0.1, 0.1, 0.1], [0.2, 0.3, 0.9], [0.1, 0.1, 0.0], [0.0, -0.4, 0.1], [-0.3, 0.2, -0.3], [-0.2, 0.1, -0.4], [-0.2, 0.2, 0.2], [-0.1, -0.1, 0.0], [0.5, 0.3, 0.1], [0.1, -0.1, -0.6], [-0.4, -0.9, -0.2], [0.1, 0.2, 0.2], [-0.3, 0.1, -0.1], [0.2, -0.2, 0.1], [0.5, -0.1, 0.0], [-0.2, -0.2, -0.1], [-0.1, 0.3, 0.1], [-0.1, 0.1, -0.1], [0.0, 0.0, -0.2], [0.2, -0.1, 0.3], [0.1, 0.0, 0.2], [0.1, -0.1, -0.1], [-0.3, 0.2, -0.2], [-0.3, 0.0, -0.1], [0.1, 0.0, -0.3], [0.2, 0.0, 0.3]], "homo_lumo_gap_ev": [3.66, 1.21], "e_homo_ev": [-9.7933, -9.7906], "spin_multiplicity": 3, "charge": 2}

{"formula": "C29H72BFNO12S8", "method": "ωB97M-V with the def2-TZVPD basis set", "elements": ["C", "C", "O", "B", "O", "C", "C", "C", "O", "F", "C", "C", "C", "C", "N", "O", "C", "C", "C", "C", "H", "H", "H", "H", "H", "H", "H", "H", "H", "H", "H", "H", "H", "H", "H", "H", "H", "H", "H", "H", "H", "H", "H", "H", "C", "S", "O", "C", "H", "H", "H", "H", "H", "H", "C", "S", "O", "C", "H", "H", "H", "H", "H", "H", "C", "S", "O", "C", "H", "H", "H", "H", "H", "H", "C", "S", "O", "C", "H", "H", "H", "H", "H", "H", "C", "S", "O", "C", "H", "H", "H", "H", "H", "H", "C", "S", "O", "C", "H", "H", "H", "H", "H", "H", "C", "S", "O", "C", "H", "H", "H", "H", "H", "H", "C", "S", "O", "C", "H", "H", "H", "H", "H", "H"], "positions_angstrom": [[0.00788, 1.21136, 1.89396], [0.63490, 0.21147, 0.93187], [-0.17262, 0.01386, -0.25061], [-0.32614, 1.10012, -1.09906], [-1.36389, 1.99350, -0.86434], [0.55703, 1.24774, -2.41376], [-0.26201, 0.44120, -3.49307], [-1.69299, 0.89364, -3.61811], [-2.10814, 1.93359, -3.99374], [-2.58886, -0.06330, -3.23664], [0.69298, 2.70390, -2.92580], [1.80456, 3.55435, -2.25398], [1.11056, 4.49302, -1.23303], [2.49812, 4.46369, -3.29776], [2.78036, 2.71842, -1.50441], [2.54654, 2.60261, -0.24685], [3.16301, 1.44020, -2.14354], [3.89146, 1.65582, -3.48329], [4.17202, 0.73867, -1.18106], [1.93079, 0.52026, -2.33796], [0.35085, 1.04283, 2.92058], [-1.07121, 1.02535, 1.87782], [0.20729, 2.25712, 1.63543], [1.66198, 0.45636, 0.64669], [0.68077, -0.76224, 1.43537], [-2.09609, 1.49439, -0.47895], [0.21230, 0.60374, -4.46877], [-0.21575, -0.63134, -3.27334], [0.82889, 2.67492, -4.01493], [-0.25068, 3.22684, -2.74509], [1.83809, 5.01309, -0.60536], [0.56545, 5.24412, -1.81885], [0.37446, 3.96238, -0.62352], [3.51289, 4.71567, -2.97625], [2.54875, 3.96607, -4.27448], [1.92035, 5.37606, -3.44798], [4.64564, 2.44468, -3.36095], [4.36086, 0.72034, -3.79799], [3.20522, 1.98274, -4.27162], [3.68833, 0.02506, -0.51128], [4.73304, 1.46686, -0.59191], [4.89000, 0.16623, -1.78278], [2.07016, 0.01796, -3.30669], [1.88470, -0.27313, -1.58907], [-0.57710, 8.45018, -3.21100], [1.15644, 8.91328, -3.30849], [1.94084, 7.65652, -3.19745], [1.23069, 9.71414, -1.70138], [-0.81976, 7.88849, -4.11073], [-0.73868, 7.82548, -2.33224], [-1.19179, 9.34924, -3.16340], [0.94368, 9.00228, -0.92732], [0.56598, 10.57819, -1.69587], [2.25646, 10.03949, -1.54212], [-0.48721, -3.23337, -5.37137], [0.40139, -3.84716, -3.93326], [1.73193, -3.17328, -3.91454], [0.62327, -5.50148, -4.57496], [-0.71222, -2.18272, -5.20679], [0.13382, -3.34620, -6.26062], [-1.41688, -3.79068, -5.48220], [1.15462, -5.46279, -5.52756], [-0.36048, -5.95151, -4.69675], [1.18916, -6.08318, -3.85322], [2.54278, -2.40801, 4.94349], [3.70161, -2.24143, 3.57926], [3.03269, -1.41585, 2.54337], [3.59108, -3.95068, 3.03283], [2.42749, -1.42637, 5.39929], [1.58310, -2.75586, 4.56151], [2.94233, -3.10918, 5.67690], [2.55508, -4.18732, 2.78794], [3.96016, -4.60805, 3.82053], [4.21402, -4.05386, 2.14683], [0.32339, -6.77312, -0.14032], [-0.69190, -7.83695, -1.16574], [-0.95049, -7.14280, -2.45869], [-2.18370, -7.67836, -0.17986], [1.30863, -6.71405, -0.60073], [-0.10931, -5.77637, -0.06045], [0.40668, -7.22477, 0.84754], [-2.47025, -6.62867, -0.12207], [-2.00097, -8.07550, 0.81810], [-2.96592, -8.25432, -0.67036], [2.64974, -1.59249, -6.55841], [3.46592, 0.00587, -6.57939], [3.00320, 0.75173, -5.37748], [2.55672, 0.67331, -7.97945], [3.03359, -2.16653, -5.71764], [1.57767, -1.44964, -6.43299], [2.86047, -2.11833, -7.49111], [1.48919, 0.66195, -7.75821], [2.77145, 0.07756, -8.86666], [2.89032, 1.69708, -8.13560], [-4.94083, 0.76192, 3.94124], [-3.24900, 1.35796, 4.01921], [-2.35431, 0.16599, 4.04703], [-3.35472, 1.98870, 5.69252], [-5.07758, 0.28214, 2.97376], [-5.11429, 0.04424, 4.74332], [-5.62370, 1.60576, 4.03290], [-3.64367, 1.18405, 6.36742], [-4.09166, 2.79016, 5.72988], [-2.37550, 2.37728, 5.96724], [-1.58763, -2.66306, 3.45131], [-0.66263, -4.18055, 3.65738], [-1.05867, -5.15749, 2.60276], [-1.48804, -4.69483, 5.16877], [-1.25536, -2.18179, 2.53331], [-2.65573, -2.87098, 3.39142], [-1.37695, -2.00639, 4.29323], [-2.55597, -4.80162, 4.97898], [-1.31014, -3.95342, 5.94791], [-1.06771, -5.65249, 5.46933], [-4.41996, 0.53512, 9.95437], [-5.68354, -0.15155, 8.87799], [-5.76493, 0.73824, 7.68762], [-7.07927, 0.26050, 9.92991], [-3.46040, 0.41908, 9.45441], [-4.62165, 1.59249, 10.12565], [-4.40925, -0.01242, 10.89667], [-7.09964, 1.33635, 10.10292], [-6.99288, -0.27937, 10.87278], [-7.98512, -0.04814, 9.41275]], "atomic_forces_ev_per_a": [[-0.1, 0.1, -0.1], [0.1, -0.6, 0.5], [0.0, 0.4, -0.3], [0.2, 0.0, 0.7], [0.0, -0.6, -0.7], [0.1, 0.1, -0.3], [-0.1, -0.1, 0.2], [0.1, 0.2, -0.1], [0.0, 0.0, -0.1], [0.1, -0.2, 0.1], [0.0, -0.3, 0.0], [-0.5, 1.2, 0.2], [0.0, 0.0, -0.3], [0.0, -0.6, -0.3], [-1.0, -0.7, -0.1], [0.1, 0.2, 0.0], [1.4, -0.9, 0.5], [-0.1, 1.6, 1.3], [0.0, -0.1, -0.4], [-0.4, 0.1, -0.7], [0.1, 0.0, -0.2], [0.1, 0.2, 0.2], [0.0, -0.2, -0.1], [-0.2, 0.2, 0.0], [0.0, 0.1, -0.3], [0.1, 0.3, 0.5], [0.0, 0.1, 0.1], [-0.1, 0.2, 0.1], [0.2, 0.0, 0.2], [0.1, -0.1, -0.2], [-0.1, -0.1, 0.0], [0.1, -0.1, 0.1], [0.3, 0.0, 0.1], [-0.2, 0.1, 0.0], [0.2, 0.1, 0.2], [0.2, -0.1, 0.2], [0.1, -0.2, 0.2], [-0.1, 0.4, 0.3], [0.7, 0.4, 1.2], [0.0, 0.3, 0.1], [-0.1, -0.1, -0.1], [-0.2, 0.1, 0.1], [0.1, 0.0, 0.3], [0.0, 0.2, 0.0], [-0.1, 0.0, 0.0], [0.0, 0.0, 0.0], [0.0, 0.1, 0.0], [0.0, 0.0, 0.1], [0.0, 0.0, 0.0], [0.1, 0.0, 0.0], [0.0, 0.0, 0.0], [0.0, 0.0, 0.0], [0.0, 0.0, 0.0], [0.0, 0.0, 0.0], [0.0, 0.0, -0.1], [-0.1, 0.0, 0.2], [0.0, -0.1, -0.2], [0.1, -0.1, -0.2], [0.0, 0.1, 0.0], [0.0, 0.0, 0.0], [0.0, 0.0, 0.0], [0.0, 0.1, 0.0], [0.0, -0.1, 0.1], [0.0, 0.0, 0.1], [-0.1, 0.0, 0.1], [0.1, 0.0, 0.0], [-0.1, 0.0, 0.0], [0.0, -0.1, 0.0], [0.0, 0.0, 0.0], [0.1, 0.0, 0.0], [0.0, 0.0, 0.0], [0.0, 0.0, 0.0], [0.0, 0.0, 0.0], [0.0, 0.0, 0.0], [0.1, 0.1, -0.1], [-0.1, -0.2, 0.1], [0.0, 0.1, 0.0], [-0.1, 0.1, 0.0], [0.0, 0.0, 0.0], [-0.1, 0.0, 0.0], [0.0, 0.0, 0.0], [0.0, 0.0, 0.0], [0.0, 0.0, 0.0], [0.0, 0.0, 0.0], [0.1, -0.1, -0.1], [-0.1, -0.3, -0.5], [-1.2, -1.5, -2.5], [0.0, 0.0, -0.1], [-0.1, 0.0, 0.1], [0.0, 0.1, 0.0], [0.0, 0.0, 0.0], [0.0, 0.0, 0.1], [0.0, 0.0, 0.0], [0.0, 0.0, 0.0], [0.0, -0.2, 0.0], [0.0, 0.2, -0.2], [-0.2, -0.1, 0.2], [0.1, 0.0, 0.2], [0.0, 0.0, 0.0], [0.0, 0.0, 0.0], [0.0, 0.0, 0.0], [-0.1, 0.0, 0.0], [0.0, 0.0, 0.0], [0.0, 0.0, -0.1], [0.0, -0.1, -0.2], [0.0, 0.0, 0.1], [-0.1, 0.0, 0.0], [0.0, -0.1, 0.1], [0.0, 0.0, 0.0], [0.0, -0.1, 0.0], [0.0, 0.0, 0.0], [0.0, 0.0, 0.0], [0.0, 0.0, 0.0], [0.0, 0.0, 0.0], [0.0, 0.1, 0.1], [0.0, -0.1, 0.0], [0.0, 0.0, 0.0], [0.0, 0.0, 0.1], [0.0, 0.0, 0.0], [0.0, 0.0, 0.0], [0.0, 0.0, 0.0], [0.0, 0.0, 0.0], [0.0, 0.0, 0.0], [0.0, 0.0, 0.0]], "homo_lumo_gap_ev": [7.31, 8.46], "e_homo_ev": [-7.0899, -8.2397], "spin_multiplicity": 2, "charge": 0}

Number 1: E -2382.45336 Eh. Number 2: E -5415.76534 Eh.